ORCA calculation (ωB97M-V with the def2-TZVPD basis set) on a molecular structure, C19H30CoN3O3S2Te.

Calculated values
net charge	0
multiplicity	5
orbital gap (spin up / spin down)	6.852 / 6.672	eV
lowest unoccupied orbital energy (spin up / spin down)	-0.007 / -1.830	eV
energy above the lowest of the compared OMol25 structures with the same formula, charge and spin	0.0	kcal/mol
E_tot	-3579.06649	hartree

CARTESIAN COORDINATES (ANGSTROEM)
Co  10.6179  7.9243  10.3137
O  7.6544  6.4866  9.2065
S  8.9309  5.7733  9.1521
O  8.8180  4.4860  8.5433
O  9.7086  5.7934  10.3883
S  10.3295  7.1901  8.2721
C  13.1889  10.4917  14.1690
C  12.6384  10.9535  12.8257
N  11.6330  10.0796  12.3175
C  11.1055  8.9871  12.9552
N  10.4196  8.1111  12.2369
C  9.6511  7.0961  12.9485
C  10.3291  6.6223  14.2208
C  10.6693  7.8251  15.0912
N  11.3501  8.8507  14.2894
C  12.0606  9.9054  15.0226
H  13.6795  11.3384  14.6746
H  13.9597  9.7296  14.0261
H  13.4458  10.9959  12.0691
H  12.2254  11.9720  12.9097
H  11.4603  10.0569  11.3071
H  9.5255  6.2843  12.2367
H  8.6474  7.4980  13.2032
H  11.2479  6.0805  13.9201
H  9.7299  5.8910  14.7590
H  11.3940  7.4995  15.8398
H  9.7893  8.2385  15.6141
H  12.4490  9.4649  15.9455
H  11.3567  10.7082  15.3302
C  15.0454  7.7591  10.1205
C  13.6859  7.5270  10.7941
C  13.4276  6.0319  11.0238
C  12.6307  8.1138  9.8428
H  15.8964  7.3786  10.6864
H  15.2181  8.8331  10.0194
H  15.0819  7.3012  9.1321
H  13.5995  8.0136  11.7629
H  13.2689  5.5485  10.0485
H  12.5674  5.8285  11.6742
H  14.2944  5.5271  11.4530
H  12.7519  7.6296  8.8609
H  12.8276  9.1936  9.6704
C  7.5363  9.2229  7.6920
Te  8.3920  9.1743  9.7254
C  8.6829  11.3234  9.2529
C  7.8086  11.6666  8.0950
C  7.4338  12.9868  7.8806
C  6.5011  13.3082  6.9207
C  5.8908  12.2652  6.1634
C  6.2756  10.9559  6.3555
C  7.2172  10.6335  7.3549
H  6.6659  8.5477  7.7727
H  8.3365  8.7493  7.1070
H  9.7611  11.3608  9.1423
H  8.4323  11.8576  10.1861
H  7.9170  13.7654  8.4898
H  6.2410  14.3563  6.7203
H  5.1145  12.4905  5.4284
H  5.8872  10.1428  5.7254